This record from OMol25 describes one molecule with the formula C2H4INO in a non-equilibrium geometry. The level of theory is the ωB97M-V functional and the def2-TZVPD basis.

```
9
C2H4INO | OMol25 | the ωB97M-V functional and the def2-TZVPD basis
N -1.48986 0.76877 -0.37204
C -0.57488 -0.03062 -0.06433
H -2.41580 0.35128 -0.40784
H 1.04430 1.14919 -0.61847
I -1.06984 -2.41568 -0.16480
O 1.77233 -0.39549 0.43485
C 0.73373 0.46892 0.23659
H 1.47937 -1.06081 -0.18268
H 0.52064 1.16444 1.13873
```

Calculated values
SMILES: [H]/N=C(\I)CO
F_max (eV Å⁻¹): 4.27
Lowest unoccupied orbital energy (eV): -0.8
HOMO-LUMO gap (eV): 8.977
Electronic energy (a.u.): -506.237515
Charge: 0
ΔE to the lowest compared entry with this formula, charge and spin (kcal/mol): 23.0

---

This record from OMol25 describes C31H30N4O2RuSSi2 as an isolated structure. The level of theory is the ωB97M-V functional and the def2-TZVPD basis.

```
71
C31H30N4O2RuSSi2 | OMol25 | the ωB97M-V functional and the def2-TZVPD basis
H -0.83486 -3.08064 -4.47702
C 2.12125 -0.24174 -2.04988
C 3.37072 1.87212 4.89583
C 2.68607 0.49076 0.04227
C -2.12739 -3.28744 3.39524
H -2.12903 -3.07574 1.25328
H -1.03092 -1.98711 -6.67027
H -0.06131 -1.49460 5.37191
H 1.37875 -0.68018 -2.69945
H 5.22776 1.07372 -2.11083
H -2.40844 -3.60941 -2.44618
N 1.76693 -0.05716 -0.77166
H -3.14691 -2.47869 -1.31044
C -0.42413 2.55186 1.93932
H -2.19952 -3.85445 -0.71585
C -1.00715 0.75900 -4.69188
C 0.97048 -0.46043 3.03581
C 3.34479 0.13070 -2.57067
C 1.61365 0.20483 4.06860
C -2.25932 -3.08903 -1.49501
H 3.83875 1.90616 2.23278
H -2.41669 2.81887 -2.69140
H -1.14625 0.48271 -6.81809
C -1.21558 3.41808 2.66758
H 0.47761 -4.06268 -2.58475
S -2.65638 -0.16977 0.44482
Si -0.83366 1.14885 -1.81308
H -2.92100 -4.02186 3.40879
H -3.32015 1.54048 -1.85724
C -2.42999 2.16596 -1.81216
C 4.26496 0.74832 -1.73904
H 0.64855 2.69596 1.86912
C -0.13407 -1.43891 3.22527
H 0.67920 -3.96915 -0.83157
N -0.70011 -1.87926 2.10013
H -1.05962 1.84154 -4.76910
H 0.47543 3.11735 -1.05341
C -2.58587 3.16820 2.72046
C -0.88679 0.15647 -3.43627
H -4.16909 1.85793 2.07270
C -0.99346 -1.38651 -5.76835
C 2.64695 1.08196 3.77232
C -0.88200 -1.99618 -4.52674
N 1.31669 -0.28439 1.76282
C -3.11090 2.08021 2.05621
C 0.45568 2.53953 -1.98304
H -2.50204 2.80276 -0.92653
Si -0.67328 -2.03794 -1.60830
H -3.23731 3.82409 3.28511
C 3.02425 1.22737 2.44716
H 4.62027 1.36547 0.28819
C -2.24189 1.24582 1.34682
H 0.15331 3.22396 -2.78206
C -1.05743 -0.00047 -5.85168
C -1.54577 -2.82220 4.56496
O 4.26719 2.63514 4.49177
C -0.82456 -1.24497 -3.34940
C 2.33801 0.51445 1.47329
H 1.67707 -2.96839 -1.87942
C 3.92703 0.92371 -0.41259
H 1.35025 0.08835 5.11096
H 1.47215 2.21049 -2.19374
C 0.67367 -3.37888 -1.75253
N -0.92005 1.49122 1.29834
H -1.87442 -3.18679 5.52995
H 3.54767 -0.05270 -3.61656
Ru -0.34605 -0.33108 -0.00942
C -0.53707 -1.88058 4.48199
O 2.96330 1.62507 6.04496
H -0.77001 4.25447 3.18652
C -1.67796 -2.77460 2.19033
```

Calculated values
F_max (eV Å⁻¹): 0.22
2S+1: 2
Lowest unoccupied orbital energy (spin up / spin down) (eV): 2.2 / 2.1
HOMO-LUMO gap (spin up / spin down) (eV): 7.134 / 7.093
Electronic energy (a.u.): -2641.086492
Charge: -1
ΔE to the lowest compared entry with this formula, charge and spin (kcal/mol): 12.4

---

This record from OMol25 describes a 2-piece molecular cluster, C4H7NOS overall in a non-equilibrium geometry. The level of theory is the ωB97M-V functional and the def2-TZVPD basis.

```
14
C4H7NOS | OMol25 | the ωB97M-V functional and the def2-TZVPD basis
H -1.24292 0.62313 -1.26900
H 2.44465 -2.08589 -1.13040
O -2.27556 -1.38774 0.81843
C -2.02397 0.72948 -0.48353
N 0.48049 -0.32717 0.97862
H 1.00364 -2.30080 0.82019
H -1.66073 1.60474 0.07459
C 2.01954 -1.27671 -0.64438
H -3.00978 0.80358 -0.94831
C 1.11294 -1.30488 0.38977
S 1.13820 1.18497 0.45571
H 1.01033 1.50446 1.65903
C -1.80331 -0.43547 0.35626
H 2.10479 -0.28895 -0.91726
```

Calculated values
F_max (eV Å⁻¹): 3.18
2S+1: 3
Lowest unoccupied orbital energy (spin up / spin down) (eV): 0.7 / -1.5
HOMO-LUMO gap (spin up / spin down) (eV): 6.356 / 7.742
Electronic energy (a.u.): -684.584935
Charge: 0
ΔE to the lowest compared entry with this formula, charge and spin (kcal/mol): 48.8

---

This record from OMol25 describes C32H35F2I2N3OPSiTc as an isolated structure. The level of theory is the ωB97M-V functional and the def2-TZVPD basis.

```
78
C32H35F2I2N3OPSiTc | OMol25 | the ωB97M-V functional and the def2-TZVPD basis
C -0.32119 5.09465 0.20818
H 2.56648 0.84704 0.22341
H 2.86993 -4.48376 3.51727
H -3.79192 -0.69474 -4.39679
H 3.96328 2.32053 -3.53293
C -0.89452 -3.28465 0.80719
C 0.81248 -0.92811 0.52033
H -1.23982 -3.12197 -2.71126
C -0.85640 0.29169 2.85061
O -1.78952 1.91577 -0.74854
H 0.16746 -3.48616 0.83617
C 3.32957 1.61595 -1.58845
C -0.49188 -2.83447 -1.97290
H 1.72783 -4.64301 2.18896
C -1.15695 -0.13106 4.13451
C 2.33194 1.06996 -0.80872
H -3.53314 -0.58285 1.21892
C 2.14693 -3.93736 2.90854
C -3.23934 -0.95013 3.31281
H 4.42348 -1.70719 3.90913
H 0.21648 5.51372 1.04989
H -1.96832 -0.47340 -6.12966
F 1.80971 1.72818 -4.80693
I 0.10326 7.82582 -1.02187
C -3.06934 -2.48614 -0.55881
C -0.77265 3.78743 0.25966
H -2.60901 -1.12819 5.36201
H -0.46192 0.06874 4.93917
H -3.74322 -1.68322 -0.82819
C 0.39377 1.06402 2.54109
C 3.61618 -1.26486 3.32249
N 0.19027 1.72311 1.23535
C -1.77573 4.01922 -1.90077
C -1.45917 3.19940 -0.81065
C -0.54690 0.18882 -4.67367
C -1.77825 -0.27840 -5.08306
N -1.24288 0.13499 -2.38818
H -0.16832 3.52045 2.28195
H -3.24913 -0.20690 -2.07845
H -4.20875 -1.40659 3.45152
H -1.61276 2.61056 1.81195
C -0.58588 5.86713 -0.91283
C 1.09061 0.75165 -1.37120
C 0.94626 0.92320 -2.76039
H 4.01235 -0.36780 2.84146
C -1.33389 5.33581 -1.95092
H 3.92893 -3.76264 0.17090
C -2.85947 -0.50782 2.06190
H 1.08564 2.03116 0.86130
H 1.24889 0.39722 2.49810
I -2.97127 3.33714 -3.44916
C -2.47057 -0.17541 -2.81771
H 0.04868 -3.72352 -1.65326
Tc -0.64075 0.28898 -0.28093
C -2.35476 -0.78320 4.36882
H 5.12667 -3.51147 1.44205
H -1.21030 -2.91952 1.78489
C -0.63138 2.94682 1.47567
H 0.23451 0.38095 -5.39024
H 4.71831 -2.19482 0.33873
H -3.33950 -2.82398 0.44114
C 1.98112 1.50353 -3.49410
P -1.26263 -2.07175 -0.50491
H 2.83367 -0.96077 4.02241
H 0.56878 1.81178 3.31925
H 0.20831 -2.13798 -2.42946
N -1.67760 0.06991 1.81204
C -0.29752 0.41453 -3.31996
C -2.77977 -0.42385 -4.13369
H -1.44306 -4.19827 0.56822
C 3.18050 1.87270 -2.93914
F 4.50291 1.90678 -1.01264
H -1.57807 5.94443 -2.81059
C 4.30811 -3.03951 0.89536
Si 2.95852 -2.47993 2.05634
C 1.66331 -1.59341 1.08637
H 1.33975 -3.60611 3.56592
H -3.23742 -3.32886 -1.23100
```

Calculated values
F_max (eV Å⁻¹): 0.60
2S+1: 2
Lowest unoccupied orbital energy (spin up / spin down) (eV): -2.9 / -4.0
HOMO-LUMO gap (spin up / spin down) (eV): 7.167 / 6.143
Electronic energy (a.u.): -2986.492509
Charge: +1
ΔE to the lowest compared entry with this formula, charge and spin (kcal/mol): 0.0

---

This record from OMol25 describes one molecule with the formula C3H4O2. The level of theory is the ωB97M-V functional and the def2-TZVPD basis.

```
9
C3H4O2 | OMol25 | the ωB97M-V functional and the def2-TZVPD basis
H 1.47687 -1.19310 0.41051
H -0.20003 1.42995 0.84372
C -0.11103 0.37856 0.58359
C -0.97545 -0.16971 -0.46240
H -0.63980 -1.06487 -0.98451
O -1.23281 -0.41625 0.90753
C 1.23743 -0.12977 0.22111
H -1.48391 0.57484 -1.05986
O 1.92874 0.59036 -0.45969
```

Calculated values
SMILES: O=C[C@H]1CO1
F_max (eV Å⁻¹): 0.88
Lowest unoccupied orbital energy (eV): 1.0
HOMO-LUMO gap (eV): 11.161
Electronic energy (a.u.): -267.108217
Charge: 0
ΔE to the lowest compared entry with this formula, charge and spin (kcal/mol): 53.1

---

This record from OMol25 describes a 2-piece molecular cluster, C2H2OS2 overall in a non-equilibrium geometry. The level of theory is the ωB97M-V functional and the def2-TZVPD basis.

```
7
C2H2OS2 | OMol25 | the ωB97M-V functional and the def2-TZVPD basis
O -1.40743 -2.58157 1.18570
S -1.99583 -0.22576 -0.07512
H 1.00784 2.22433 -0.64916
C -1.67127 -1.56432 0.63059
S 1.68577 0.41931 0.83373
C 1.18041 1.18151 -0.54288
H 1.20052 0.54650 -1.38285
```

Calculated values
SMILES: O=C=S.C=S
F_max (eV Å⁻¹): 3.88
Lowest unoccupied orbital energy (eV): -0.7
HOMO-LUMO gap (eV): 8.300
Electronic energy (a.u.): -948.991099
Charge: 0
ΔE to the lowest compared entry with this formula, charge and spin (kcal/mol): 8.7